[1]
{
  "formula": "C34H58Ge2N3OsS",
  "method": "ωB97M-V/def2-TZVPD",
  "symbols": ["Os", "C", "C", "Ge", "C", "C", "C", "C", "Ge", "C", "C", "C", "C", "C", "C", "C", "C", "C", "C", "H", "H", "H", "H", "H", "H", "H", "H", "H", "H", "H", "H", "H", "H", "H", "H", "H", "H", "H", "H", "H", "H", "H", "H", "H", "H", "C", "N", "C", "C", "C", "C", "C", "C", "C", "C", "H", "H", "H", "H", "H", "H", "H", "H", "H", "H", "H", "H", "C", "C", "C", "C", "N", "C", "S", "N", "C", "C", "C", "C", "H", "H", "H", "H", "H", "H", "H", "H", "H", "H", "H", "H", "H", "H", "H", "H", "H", "H", "H", "H"],
  "xyz": [[-0.2203, 0.2406, -0.2542], [0.3420, -1.9393, 4.4304], [-0.3417, -1.7643, 3.0773], [0.2600, -0.0769, 2.1671], [-0.5344, 1.5774, 3.0087], [0.0933, 1.9108, 4.3600], [2.2001, 0.0626, 2.4181], [3.0985, -0.0131, 1.3927], [2.2664, -0.1022, -0.4589], [2.4834, 1.6630, -1.4280], [3.9046, 2.0918, -1.8036], [2.7262, -1.8114, -1.4271], [4.2024, -2.1895, -1.4992], [4.5179, -0.0296, 1.6074], [5.0798, -0.1625, 2.9140], [6.4365, -0.1602, 3.0908], [7.2903, -0.0460, 1.9838], [6.7660, 0.0874, 0.6883], [5.4102, 0.0914, 0.5061], [-0.0254, -2.8541, 4.8973], [0.1183, -1.1204, 5.1130], [1.4241, -2.0332, 4.3338], [-1.4235, -1.6962, 3.1983], [-0.1142, -2.5985, 2.4133], [-1.6044, 1.3889, 3.1084], [-0.3987, 2.4036, 2.3122], [-0.0139, 1.0958, 5.0751], [-0.4122, 2.7785, 4.7867], [1.1507, 2.1609, 4.2681], [2.5420, 0.2198, 3.4402], [2.0299, 2.4176, -0.7815], [1.8701, 1.5915, -2.3304], [4.5099, 2.2834, -0.9181], [3.8678, 3.0154, -2.3819], [4.4012, 1.3408, -2.4203], [2.3274, -1.6959, -2.4360], [2.1519, -2.5907, -0.9244], [4.7844, -1.4523, -2.0532], [4.3010, -3.1388, -2.0277], [4.6404, -2.3214, -0.5104], [4.4361, -0.2659, 3.7754], [6.8506, -0.2480, 4.0859], [8.3626, -0.0665, 2.1306], [7.4293, 0.1763, -0.1613], [4.9963, 0.1953, -0.4866], [-1.4512, -1.8149, -5.2796], [-0.9428, -0.9369, -4.2603], [-1.7652, 0.1687, -3.8572], [0.0272, -1.4459, -3.3105], [-0.6620, -2.1619, -2.1507], [-1.0942, -3.4642, -2.3761], [-1.8295, -4.1506, -1.4214], [-2.1805, -3.5163, -0.2399], [-1.7282, -2.2306, 0.0135], [-0.9294, -1.5411, -0.9118], [-1.8312, -1.2281, -6.1167], [-2.2809, -2.4193, -4.8901], [-0.6673, -2.4819, -5.6327], [-2.2661, 0.5949, -4.7254], [-1.1468, 0.9305, -3.3800], [-2.5201, -0.1758, -3.1399], [0.6228, -0.6109, -2.9280], [0.6722, -2.1416, -3.8460], [-0.8440, -3.9556, -3.3102], [-2.1364, -5.1711, -1.6062], [-2.7915, -4.0232, 0.4951], [-2.0134, -1.7509, 0.9412], [-3.5541, 6.9366, 0.1656], [-2.1854, 7.0823, 0.8352], [-1.2747, 5.8508, 0.7796], [-0.8686, 5.4093, -0.6325], [-1.9579, 4.7212, -1.3358], [-2.2777, 3.4488, -1.2297], [-1.1586, 2.3647, -0.4494], [-3.4380, 2.9784, -1.6647], [-4.5113, 3.7311, -2.3295], [-4.4841, 3.5824, -3.8509], [-3.2197, 4.1439, -4.5097], [-3.2605, 5.6628, -4.6703], [-4.2202, 7.7253, 0.5110], [-4.0242, 5.9814, 0.4158], [-3.4929, 7.0480, -0.9222], [-2.3409, 7.3138, 1.8898], [-1.6595, 7.9360, 0.4020], [-1.7595, 5.0064, 1.2818], [-0.3595, 6.0774, 1.3300], [-0.0132, 4.7384, -0.5906], [-0.5877, 6.2734, -1.2343], [-2.6497, 5.3348, -1.7432], [-3.5907, 1.9892, -1.5780], [-4.4482, 4.7807, -2.0432], [-5.4539, 3.3493, -1.9394], [-5.3553, 4.1097, -4.2442], [-4.6127, 2.5260, -4.1060], [-3.1154, 3.6967, -5.4999], [-2.3318, 3.8509, -3.9382], [-4.1122, 5.9539, -5.2842], [-2.3567, 6.0213, -5.1605], [-3.3541, 6.1834, -3.7122]],
  "homo_ev": [-15.7, -16.0],
  "homo_lumo_gap_ev": [7.06, 5.22],
  "charge": 3,
  "largest_force_ha_per_bohr": 0.0219,
  "spin_multiplicity": 5,
  "lumo_energy_ev": [-8.6, -10.7],
  "s_squared": 6.07
}

=====

[2]
{
  "formula": "C37H64ClF10N3O9PS3",
  "method": "ωB97M-V/def2-TZVPD",
  "symbols": ["C", "C", "C", "C", "C", "C", "C", "C", "C", "C", "C", "C", "C", "C", "C", "C", "F", "N", "P", "S", "C", "Cl", "C", "C", "C", "S", "O", "O", "O", "C", "C", "N", "N", "C", "S", "C", "C", "H", "H", "H", "H", "H", "H", "H", "H", "H", "H", "H", "H", "H", "H", "H", "H", "H", "H", "H", "H", "H", "H", "H", "H", "H", "H", "H", "H", "H", "H", "H", "H", "H", "H", "H", "H", "H", "H", "H", "H", "H", "H", "H", "H", "H", "H", "H", "H", "H", "C", "C", "O", "C", "O", "C", "F", "F", "F", "H", "H", "H", "H", "H", "C", "C", "O", "C", "O", "C", "F", "F", "F", "H", "H", "H", "H", "H", "C", "C", "O", "C", "O", "C", "F", "F", "F", "H", "H", "H", "H", "H"],
  "xyz": [[0.4887, -0.9490, 3.2393], [-0.0179, -0.3212, 2.3848], [-0.6104, 0.4710, 1.3158], [-0.1839, 0.0826, -0.1437], [1.0806, 0.8990, -0.4704], [2.1879, 0.8986, 0.6003], [3.5148, 1.4974, 0.1034], [4.7240, 0.9668, 0.8673], [4.9561, -0.5517, 0.7533], [6.4075, -0.9717, 0.4796], [7.1203, -0.2516, -0.6545], [6.5066, -0.5107, -2.0310], [-1.3118, 0.6746, -1.0544], [-0.9542, 1.1007, -2.4702], [-0.7434, 2.6167, -2.6764], [0.6348, 3.0032, -3.1851], [-1.0156, 3.3307, -1.5038], [-2.5634, -0.1940, -0.9913], [-3.9722, 0.7338, -1.7279], [-4.6206, 0.2213, -3.4457], [-2.3759, -1.6410, -1.3736], [-1.7630, -1.7209, -3.0363], [-3.6783, -2.4335, -1.2442], [-3.8638, -3.7041, -2.0960], [-3.5191, -5.0838, -1.4878], [-1.9073, -5.7785, -1.8174], [-2.0946, -7.0206, -2.5111], [-1.0903, -5.8071, -0.6421], [-1.2689, -4.7323, -2.8229], [-1.2538, -2.1710, -0.4320], [-1.7157, -2.4783, 1.0267], [-2.4164, -3.7399, 1.2198], [-0.0729, -1.3359, -0.4014], [1.1690, -1.9770, -0.7174], [1.6168, -1.9963, -2.5152], [3.2363, -1.1961, -2.5912], [3.3526, -0.3835, -3.8933], [0.9756, -1.5756, 3.9549], [-1.6982, 0.4741, 1.4599], [-0.3193, 1.5112, 1.4720], [0.7234, 1.9274, -0.5022], [1.5052, 0.6106, -1.4270], [2.3311, -0.0569, 1.0956], [1.8639, 1.5831, 1.3849], [3.6392, 1.4290, -0.9797], [3.4676, 2.5652, 0.3302], [4.5936, 1.2236, 1.9194], [5.5967, 1.5231, 0.5340], [4.2720, -0.9702, 0.0114], [4.6698, -1.0091, 1.7014], [6.9779, -0.8260, 1.3970], [6.3954, -2.0378, 0.2471], [8.1505, -0.6119, -0.6666], [7.1914, 0.8218, -0.4883], [7.2048, -0.2721, -2.8290], [6.1983, -1.5521, -2.1067], [5.6354, 0.1306, -2.1796], [-1.6205, 1.5820, -0.5313], [-1.7416, 0.8068, -3.1657], [-0.0966, 0.5541, -2.8591], [-1.4496, 2.9685, -3.4293], [0.5790, 4.0058, -3.6047], [1.3689, 3.0255, -2.3844], [0.9625, 2.3349, -3.9777], [-2.7978, -0.2462, 0.0091], [-4.9151, 0.6642, -0.6914], [-3.4514, 2.0301, -1.6934], [-3.8695, -2.6825, -0.2045], [-4.5168, -1.7876, -1.5099], [-3.4159, -3.6622, -3.0815], [-4.9344, -3.7679, -2.2873], [-3.7228, -5.1543, -0.4285], [-4.1647, -5.8045, -1.9857], [-0.5048, -5.1745, -3.2304], [-0.9702, -3.1188, -0.8826], [-2.3111, -1.6580, 1.4417], [-0.7863, -2.5192, 1.5821], [-3.3441, -3.6164, 1.5941], [-1.9037, -4.3823, 1.8016], [2.0290, -1.5880, -0.1823], [1.0883, -3.0255, -0.4379], [3.3727, -0.5406, -1.7365], [4.0169, -1.9508, -2.5916], [2.3605, -0.0469, -4.1972], [3.7131, -1.0044, -4.7095], [3.9988, 0.4801, -3.7653], [-2.0134, -10.4168, -2.2959], [-3.0875, -10.0819, -1.2881], [-3.8112, -11.2581, -0.8715], [-3.2451, -11.9794, 0.0827], [-2.2100, -11.7585, 0.6349], [-4.1573, -13.1686, 0.4403], [-4.6355, -13.7607, -0.6568], [-5.1951, -12.7333, 1.1686], [-3.4913, -14.0679, 1.1522], [-2.4407, -10.9463, -3.1481], [-1.5415, -9.5023, -2.6485], [-1.2485, -11.0580, -1.8584], [-3.8342, -9.4274, -1.7326], [-2.6758, -9.5755, -0.4160], [0.1406, 6.8154, 1.7933], [1.3807, 6.9737, 0.9421], [2.5180, 7.3407, 1.7479], [3.1503, 6.3553, 2.3569], [2.8936, 5.1882, 2.3035], [4.3474, 6.9178, 3.1477], [4.0069, 8.0153, 3.8238], [5.3345, 7.2302, 2.2996], [4.7991, 6.0110, 4.0061], [-0.0456, 7.7211, 2.3661], [-0.7273, 6.6209, 1.1641], [0.2509, 5.9907, 2.4984], [1.2585, 7.7891, 0.2331], [1.6068, 6.0696, 0.3773], [-4.4629, 8.2895, 5.4335], [-4.5350, 9.5263, 4.5658], [-3.2734, 10.2249, 4.5519], [-2.3600, 9.7737, 3.7140], [-2.4597, 8.8491, 2.9609], [-1.1005, 10.6583, 3.7989], [-0.7762, 10.9191, 5.0651], [-1.3211, 11.8157, 3.1682], [-0.0701, 10.0502, 3.2150], [-4.1334, 8.5486, 6.4395], [-5.4438, 7.8203, 5.4965], [-3.7576, 7.5653, 5.0264], [-5.2499, 10.2397, 4.9680], [-4.8332, 9.2889, 3.5459]],
  "homo_ev": -11.0,
  "homo_lumo_gap_ev": 8.13,
  "charge": 1,
  "largest_force_ha_per_bohr": 0.0540,
  "lumo_energy_ev": -2.9
}